DFT (ωB97M-V with the def2-TZVPD basis set) results for a single C6H10 molecule.

Output
HOMO-LUMO gap ... 0.327 hartree
LUMO ... 0.03081 Eh
Charge ... 0
Energy above the lowest of the compared OMol25 structures with the same formula, charge and spin ... 156.44 kJ/mol
Structure (SMILES) ... C=C/C(C)=C/C

```
16
C6H10 | OMol25 | ωB97M-V with the def2-TZVPD basis set
H 3.48 0.90 -0.41
C 0.22 -0.07 0.34
H 1.88 1.58 -1.00
H 2.22 -0.87 0.77
C -0.56 0.68 -0.45
H 0.22 -1.39 2.05
H -1.32 -0.76 1.63
C 2.39 0.84 -0.40
H -0.67 -2.10 0.68
C -1.90 0.23 -0.94
C -0.40 -1.16 1.18
H -2.69 0.13 -0.18
H -1.83 -0.71 -1.49
H -0.33 1.73 -0.56
H -2.39 0.98 -1.56
C 1.70 -0.03 0.33
```


DFT (ωB97M-V with the def2-TZVPD basis set) results for a molecular structure, H5P3S.

Output
HOMO-LUMO gap (alpha / beta) ... 0.283 / 0.216 hartree
LUMO (alpha / beta) ... 0.02487 / -0.10686 Eh
Charge ... 0
⟨S²⟩ ... 2.009
Energy above the lowest of the compared OMol25 structures with the same formula, charge and spin ... 0.00 kJ/mol
2S+1 ... 3

```
9
H5P3S | OMol25 | ωB97M-V with the def2-TZVPD basis set
S 1.48 -0.02 1.17
H -1.49 -1.61 -0.72
H 2.08 -0.40 -1.34
H -2.93 -0.40 -1.06
H -1.34 1.32 1.36
P -1.33 -0.12 1.37
P -1.44 -0.20 -0.79
H 3.09 1.02 -0.43
P 1.77 0.70 -0.72
```


DFT (ωB97M-V with the def2-TZVPD basis set) results for a single C18H25N3O4 molecule.

Output
HOMO-LUMO gap ... 0.333 hartree
LUMO ... 0.02555 Eh
Charge ... 0
Energy above the lowest of the compared OMol25 structures with the same formula, charge and spin ... 27.20 kJ/mol
Structure (SMILES) ... CCCC1(CCC)NC(=O)N(CC(=O)Nc2ccccc2OC)C1=O

```
50
C18H25N3O4 | OMol25 | ωB97M-V with the def2-TZVPD basis set
C -0.55 1.78 -0.58
H -0.56 -1.26 -5.06
H -2.39 -2.87 -5.22
C 0.28 1.35 1.83
C 1.95 -1.85 0.86
H -1.73 1.57 1.19
C -1.34 1.49 5.39
C -0.20 -1.61 -2.97
C -0.59 -2.38 -1.86
H -0.45 -2.09 0.20
C -1.30 1.31 3.88
H -1.13 2.53 5.65
C 2.39 0.60 1.12
H -0.26 0.75 -0.78
C 1.36 -0.05 -3.86
O 0.76 -0.68 -2.75
C -0.85 -1.82 -4.18
N 1.52 -0.52 1.21
H -2.31 1.23 5.78
C -2.31 -3.44 -3.16
C 1.45 -2.26 -0.54
O 2.20 -2.59 -1.42
O -0.66 -0.92 1.76
H 2.17 0.54 -3.45
H -1.94 -3.83 -1.08
H 1.49 2.48 -0.89
C 0.07 1.70 3.31
N 1.64 1.67 1.45
C -1.89 -2.73 -4.27
C 0.28 -0.16 1.62
H 0.85 1.20 3.89
H 3.04 -1.86 0.85
H 1.57 -2.56 1.61
H 0.21 2.78 3.43
N 0.10 -2.22 -0.64
C 0.48 2.72 -1.21
H -1.51 1.95 -1.08
H 2.03 2.60 1.52
H -1.51 0.26 3.63
H 0.44 2.62 -2.30
H -0.80 3.07 1.13
H -3.13 -4.14 -3.23
C -0.77 2.00 0.92
H 0.27 3.75 -0.96
O 3.55 0.56 0.82
H -2.08 1.92 3.42
H 1.76 -0.78 -4.56
H -0.59 0.86 5.87
C -1.65 -3.27 -1.96
H 0.65 0.61 -4.37
```


DFT (ωB97M-V with the def2-TZVPD basis set) results for a molecular structure, C34H34F4N8OSTa.

Output
HOMO-LUMO gap ... 0.247 hartree
LUMO ... -0.34398 Eh
Charge ... +3
Energy above the lowest of the compared OMol25 structures with the same formula, charge and spin ... 119.69 kJ/mol

```
83
C34H34F4N8OSTa | OMol25 | ωB97M-V with the def2-TZVPD basis set
H 9.18 13.07 9.40
C 9.35 14.79 10.78
C 12.94 14.10 15.55
H 14.96 9.41 12.18
H 15.56 11.59 11.05
F 10.74 16.87 15.72
H 13.06 11.76 6.21
H 10.29 10.11 14.81
C 8.76 14.04 9.73
C 12.47 7.49 13.48
H 14.37 17.61 9.86
C 15.50 12.04 13.70
C 14.87 12.69 14.94
H 16.14 13.13 10.48
N 13.24 10.08 10.22
C 10.49 14.21 11.52
F 12.16 13.72 19.01
C 16.62 14.04 13.08
S 14.41 15.59 11.54
H 7.21 14.00 8.27
C 13.43 10.83 6.63
C 14.00 8.91 12.28
N 15.59 13.06 12.59
C 16.14 12.42 11.30
C 11.37 11.68 13.96
H 12.81 17.72 9.19
H 17.47 13.51 13.45
H 8.28 12.63 11.88
H 17.20 12.12 11.51
H 12.98 9.96 6.12
H 16.17 14.56 13.91
H 13.98 8.16 7.73
C 13.17 8.38 8.38
H 12.28 8.24 7.81
H 13.42 12.97 8.68
C 7.83 16.64 10.31
C 12.10 14.31 17.84
N 11.40 12.69 13.13
N 13.46 17.19 9.73
C 11.84 8.47 11.40
H 8.17 10.60 13.39
H 12.29 6.75 14.31
C 13.04 9.17 11.31
C 9.12 12.33 12.49
H 7.40 17.59 10.53
C 12.87 13.66 16.85
H 16.93 14.71 12.31
C 10.28 13.04 12.39
Ta 13.36 13.66 12.58
H 13.16 7.64 9.19
F 12.10 15.49 13.93
N 13.22 9.78 8.88
H 16.44 11.46 13.86
N 11.68 14.70 11.50
H 9.36 16.68 11.80
F 13.49 12.54 17.18
C 11.37 15.81 16.15
H 15.53 13.30 15.57
H 14.49 7.88 14.08
C 7.22 15.83 9.31
C 10.21 10.92 14.10
C 13.70 8.13 13.37
H 11.13 8.59 10.56
H 14.48 10.83 6.44
C 13.27 11.97 9.04
C 7.68 14.57 9.00
C 11.50 7.65 12.49
H 10.55 7.14 12.51
C 8.89 16.10 11.00
C 13.27 11.45 10.29
N 11.85 15.82 10.71
N 13.74 13.53 14.51
H 14.76 11.34 13.27
C 12.11 15.13 15.24
H 10.72 15.96 18.22
H 14.53 11.81 15.48
H 6.42 16.23 8.72
C 9.04 11.22 13.39
C 13.10 16.21 10.59
H 12.30 11.46 14.50
C 13.22 10.88 8.09
O 13.33 12.09 11.49
C 11.33 15.42 17.51
```


DFT (ωB97M-V with the def2-TZVPD basis set) results for 3 unconnected molecules or ions with the total composition C17H29FN2O8P2.

Output
HOMO-LUMO gap ... 0.180 hartree
LUMO ... -0.11303 Eh
Charge ... 0
Structure (SMILES) ... C[C@H](F)Cc1cccc2nccnc12.COP(=O)(OC)OC.COP(=O)(OC)OC

```
59
C17H29FN2O8P2 | OMol25 | ωB97M-V with the def2-TZVPD basis set
O 3.01 5.49 -2.71
C 2.53 -3.12 -3.27
H 4.74 5.48 -4.95
C 0.11 -4.38 -2.19
O 4.32 3.80 -3.79
H 1.27 4.04 -6.29
O -3.66 -2.30 5.88
C 0.83 -0.67 0.88
C 0.90 0.64 1.86
H -2.84 -1.25 1.87
H -2.43 -1.18 7.14
H 1.31 1.62 1.33
H 0.04 -1.45 1.30
H 5.79 5.21 -3.54
H 2.39 4.91 -0.82
O -3.63 0.01 3.30
C 3.31 5.12 -1.37
H 1.69 0.38 2.72
H 3.80 5.97 -0.89
H 0.40 3.11 -5.04
H -3.16 -4.07 0.32
H 1.14 2.27 -6.41
H 3.99 4.26 -1.33
C -5.36 0.00 6.18
C 5.24 4.72 -4.35
H -5.81 0.99 6.12
C 2.18 -1.71 -2.46
C -3.69 -0.58 2.02
H 0.98 0.63 -1.11
N -0.72 -5.62 -2.15
F 2.14 -1.42 0.80
C -0.22 -3.00 -1.39
H -5.31 -0.31 7.23
O 2.46 2.96 -5.01
O -4.05 0.05 5.65
H -0.74 -0.19 -0.84
C 0.44 -0.32 -0.69
H -3.00 -2.74 7.76
N -1.41 -2.81 -0.48
H 2.89 -0.75 -2.52
C -1.88 -5.44 -1.21
H -2.61 -6.37 -1.06
H -5.99 -0.71 5.63
H 3.52 -3.17 -3.93
O -2.12 -1.24 4.48
C -2.65 -2.22 6.87
O 1.93 3.41 -2.83
H -4.62 -1.14 1.91
P 2.73 4.22 -3.86
H -3.66 0.21 1.27
H 1.75 -5.38 -3.73
C -2.22 -4.07 -0.40
H -0.15 0.78 2.36
H -1.74 -2.71 6.51
C 1.49 -4.39 -3.13
C 0.81 -1.71 -1.55
C 1.25 3.11 -5.72
H 5.95 4.17 -4.98
P -3.65 -1.15 4.59
```


DFT (ωB97M-V with the def2-TZVPD basis set) results for 2 unconnected molecules or ions with the total composition C4H5I.

Output
HOMO-LUMO gap (alpha / beta) ... 0.201 / 0.119 hartree
LUMO (alpha / beta) ... -0.03908 / -0.06092 Eh
Charge ... 0
Energy above the lowest of the compared OMol25 structures with the same formula, charge and spin ... 679.38 kJ/mol

```
10
C4H5I | OMol25 | ωB97M-V with the def2-TZVPD basis set
H 0.01 -0.44 2.18
H -0.84 0.81 1.22
H -1.04 1.02 -0.77
H -0.95 -1.02 0.81
C -0.43 -0.20 1.26
C 1.21 0.46 -1.15
C 0.57 -0.37 -2.12
I 1.05 -1.30 -3.96
H 2.15 0.72 -0.69
C -0.10 0.57 -1.20
```


DFT (ωB97M-V with the def2-TZVPD basis set) results for 2 unconnected molecules or ions with the total composition CH5O3.

Output
HOMO-LUMO gap ... 0.472 hartree
LUMO ... -0.14888 Eh
Charge ... +1
Energy above the lowest of the compared OMol25 structures with the same formula, charge and spin ... 81.11 kJ/mol

```
9
CH5O3 | OMol25 | ωB97M-V with the def2-TZVPD basis set
O 0.17 0.37 -0.53
H 2.08 -0.01 -0.74
H -2.48 1.18 0.79
O 1.40 -1.07 0.81
O -2.25 0.78 -0.10
H -2.51 1.27 -0.90
H 1.94 -1.86 0.66
C 1.27 -0.27 -0.19
H -1.16 0.40 -0.09
```


DFT (ωB97M-V with the def2-TZVPD basis set) results for a molecular structure, H31O15.

Output
HOMO-LUMO gap ... 0.393 hartree
LUMO ... -0.10555 Eh
Charge ... +1
Energy above the lowest of the compared OMol25 structures with the same formula, charge and spin ... 313.34 kJ/mol

```
46
H31O15 | OMol25 | ωB97M-V with the def2-TZVPD basis set
H -2.09 -3.74 1.48
O -1.45 -3.38 2.08
O 0.12 -0.74 -4.22
H 1.56 3.35 -1.34
O 2.71 3.44 1.79
O 2.46 -0.42 0.50
H 2.27 3.16 0.09
H 2.95 -0.35 -2.58
H -3.01 2.00 1.94
H 3.14 -3.62 -1.00
H -2.51 2.43 0.70
O -2.86 0.10 0.21
O 2.97 -2.89 -0.38
H 1.80 -2.02 2.24
H -0.78 -3.94 2.45
O 2.19 0.23 -2.49
O -3.41 2.25 1.07
O 1.44 3.12 -0.42
H -1.04 -1.13 -2.78
H 2.01 -2.81 -0.45
H 3.57 3.00 1.86
O 1.05 -2.04 2.84
H 2.14 2.75 2.16
O -0.75 -0.90 -1.87
H -1.40 1.58 3.95
H -0.44 0.81 -0.46
H -3.02 -0.82 0.44
H -1.93 0.01 -0.05
H -0.45 -1.54 2.17
H 0.63 0.06 -4.04
H -3.28 1.07 0.63
O -2.14 0.50 -3.58
H -1.75 0.65 2.84
O -0.97 -1.02 1.50
H 2.72 -1.03 -0.21
H 0.15 1.89 0.24
H 0.18 -1.09 -1.92
H -0.24 -0.75 0.94
H -2.11 1.27 -3.02
H -0.67 -0.59 -4.74
O -2.18 1.17 3.54
H -3.01 0.10 -3.43
H 3.18 -0.34 1.11
O -0.76 1.62 -0.04
H 1.79 0.05 -3.35
H 1.23 -1.46 3.58
```


DFT (ωB97M-V with the def2-TZVPD basis set) results for 2 unconnected molecules or ions with the total composition C2H4FO3S2.

Output
HOMO-LUMO gap ... 0.316 hartree
LUMO ... 0.11653 Eh
Charge ... -1
Energy above the lowest of the compared OMol25 structures with the same formula, charge and spin ... 37.58 kJ/mol

```
12
C2H4FO3S2 | OMol25 | ωB97M-V with the def2-TZVPD basis set
H 1.97 -1.95 -1.47
C -0.07 0.46 0.40
O -2.38 -0.37 -0.01
H 1.75 -1.29 0.39
C 1.68 -1.10 -0.76
H 2.19 -0.22 -1.19
O -2.36 1.66 1.38
H 0.73 1.14 0.49
O -1.66 1.81 -0.90
F 0.07 -0.33 2.07
S -0.13 -0.78 -0.66
S -1.79 0.97 0.26
```


DFT (ωB97M-V with the def2-TZVPD basis set) results for a molecular structure, C30H21Cl4N2O4STm.

Output
HOMO-LUMO gap (alpha / beta) ... 0.123 / 0.123 hartree
LUMO (alpha / beta) ... 0.14901 / 0.14901 Eh
Charge ... -2
⟨S²⟩ ... 2.002
Energy above the lowest of the compared OMol25 structures with the same formula, charge and spin ... 370.18 kJ/mol
2S+1 ... 3

```
63
C30H21Cl4N2O4STm | OMol25 | ωB97M-V with the def2-TZVPD basis set
C -12.02 -7.30 -6.73
C -5.85 -12.44 -14.74
H -8.30 -16.86 -15.30
C -14.33 -14.80 -8.74
H -8.74 -13.93 -7.59
H -6.56 -15.77 -8.81
N -9.02 -10.61 -11.11
H -7.11 -15.68 -10.48
C -6.82 -13.04 -13.93
H -5.13 -13.06 -15.20
C -9.67 -17.81 -12.35
C -12.21 -8.69 -6.55
H -6.91 -14.11 -13.86
C -8.93 -18.83 -14.82
C -11.04 -6.81 -7.59
Cl -10.98 -15.94 -6.86
O -10.28 -14.53 -9.43
C -8.79 -14.34 -12.84
Cl -16.02 -15.02 -8.43
C -11.56 -14.63 -9.12
Cl -15.02 -13.36 -10.93
N -9.42 -9.65 -10.30
C -10.40 -7.67 -8.45
H -8.17 -8.95 -12.16
C -5.90 -11.02 -14.85
C -13.44 -15.32 -7.83
C -7.66 -12.25 -13.20
C -9.10 -16.95 -13.30
C -12.50 -14.00 -10.05
H -9.70 -7.30 -9.21
O -10.48 -11.34 -9.17
S -7.35 -13.58 -9.50
C -7.93 -13.23 -7.82
H -10.89 -5.73 -7.70
O -11.98 -13.31 -11.05
C -8.25 -10.04 -12.16
C -8.91 -15.53 -13.04
C -9.88 -19.16 -12.62
H -8.65 -19.29 -15.75
C -8.72 -17.52 -14.55
H -5.20 -10.59 -15.54
H -6.62 -9.14 -14.19
C -13.86 -14.09 -9.85
Cl -13.97 -16.37 -6.50
C -7.31 -15.37 -9.47
H -12.86 -9.09 -5.77
C -6.70 -10.22 -14.10
H -8.28 -15.78 -9.21
O -8.88 -13.03 -12.73
H -12.59 -6.59 -6.09
H -11.60 -10.60 -7.34
H -10.01 -17.39 -11.41
C -10.70 -9.06 -8.38
H -8.32 -12.21 -7.83
C -11.56 -9.55 -7.41
C -9.54 -19.71 -13.88
C -10.20 -10.03 -9.33
H -9.73 -20.72 -14.08
C -7.57 -10.80 -13.08
C -12.04 -15.22 -7.99
Tm -9.96 -12.70 -10.68
H -7.11 -13.28 -7.10
H -10.27 -19.76 -11.82
```


DFT (ωB97M-V with the def2-TZVPD basis set) results for 2 unconnected molecules or ions with the total composition CHI2N.

Output
HOMO-LUMO gap ... 0.360 hartree
LUMO ... -0.01144 Eh
Charge ... 0
Energy above the lowest of the compared OMol25 structures with the same formula, charge and spin ... 6.78 kJ/mol
Structure (SMILES) ... N#CI.I

```
5
CHI2N | OMol25 | ωB97M-V with the def2-TZVPD basis set
C -1.94 -0.78 0.27
I 3.55 0.10 -0.38
I -2.58 0.98 -0.43
N -1.82 -1.83 0.72
H 2.80 1.52 -0.19
```


DFT (ωB97M-V with the def2-TZVPD basis set) results for 2 unconnected molecules or ions with the total composition C6H14N2O2.

Output
HOMO-LUMO gap (alpha / beta) ... 0.346 / 0.135 hartree
LUMO (alpha / beta) ... -0.13608 / -0.34313 Eh
Charge ... +1
⟨S²⟩ ... 0.762
Energy above the lowest of the compared OMol25 structures with the same formula, charge and spin ... 200.19 kJ/mol
2S+1 ... 2

```
24
C6H14N2O2 | OMol25 | ωB97M-V with the def2-TZVPD basis set
H 1.04 -0.13 1.70
H 1.44 -1.74 2.23
C -0.35 2.05 1.69
C -1.65 1.89 0.90
C 1.94 -1.12 -1.02
H 1.54 -2.57 -2.48
H 0.18 -1.53 -2.27
O -2.41 2.81 0.87
C 1.61 -1.05 1.41
N -1.86 0.64 0.37
H -2.28 -0.34 -1.56
H 0.49 1.97 1.00
H -2.05 1.33 -1.58
H -0.26 3.02 2.17
H -3.56 0.67 -0.97
O 2.96 -0.52 -0.85
H -0.18 1.32 2.51
N 1.18 -1.55 0.15
C 1.27 -1.52 -2.31
H 1.56 -0.93 -3.17
C -2.47 0.56 -0.94
H 0.43 -2.23 0.10
H 2.69 -0.88 1.46
H -1.26 -0.13 0.59
```


Number 1: F_max 1.3 eV Å⁻¹. Number 2: F_max 3.3 eV Å⁻¹. Number 3: F_max 0.7 eV Å⁻¹. Number 4: F_max 3.8 eV Å⁻¹. Number 5: F_max 9.9 eV Å⁻¹. Number 6: F_max 5.0 eV Å⁻¹. Number 7: F_max 6.2 eV Å⁻¹. Number 8: F_max 2.5 eV Å⁻¹. Number 9: F_max 4.0 eV Å⁻¹. Number 10: F_max 3.1 eV Å⁻¹. Number 11: F_max 1.3 eV Å⁻¹. Number 12: F_max 2.7 eV Å⁻¹.